Record 1
Here is a structure of composition C16H11BrN3O7S2Tl from the Open Molecules 2025 dataset. Energies are from wB97M-V/def2-TZVPD.

```
41
Properties=species:S:1:pos:R:3:forces:R:3:nbo_charge:R:1
Tl -1.000620 0.627713 0.080899 0.023 0.090 0.084 1.63
O -2.936403 -4.827029 -2.332692 -0.203 -0.369 -0.156 -0.64
C -2.489042 -3.692582 -1.783161 0.328 0.635 0.298 0.36
C -1.174546 -3.554571 -1.324077 -0.024 0.124 0.084 -0.29
C -0.786580 -2.343031 -0.786595 0.218 -0.254 -0.102 0.14
N -1.645384 -1.342583 -0.697213 -0.040 -0.207 0.087 -0.55
C -2.890457 -1.431355 -1.130148 -0.406 -0.018 -0.205 0.14
C -3.360619 -2.599626 -1.694061 0.099 -0.211 -0.007 -0.26
C -3.745429 -0.147858 -1.022780 0.074 -0.625 -0.189 0.75
O -4.892576 -0.203321 -1.401473 -0.371 -0.138 -0.141 -0.61
O -3.150642 0.881961 -0.556712 0.811 0.651 0.342 -0.76
C 0.658395 -2.011364 -0.382697 -0.300 0.104 -0.140 0.76
O 1.544995 -2.771793 -0.743971 0.241 -0.585 -0.163 -0.69
O 0.833031 -0.903256 0.208340 -0.230 0.339 0.371 -0.77
H -2.254389 -5.512911 -2.331840 -0.068 0.209 0.045 0.49
H -0.453123 -4.355489 -1.386083 0.077 -0.068 -0.048 0.24
H -4.371069 -2.653200 -2.063402 -0.114 0.002 -0.006 0.26
Br 0.190059 4.071854 -0.596322 -0.044 0.193 0.132 0.13
C 0.163459 3.618464 1.233862 0.161 0.292 0.035 0.16
C 0.619994 4.506517 2.195657 -0.052 -0.107 -0.246 -0.27
C 0.554812 4.114028 3.524912 -0.088 -0.218 -0.131 -0.13
C 0.019559 2.876017 3.840615 0.010 0.093 -0.117 -0.20
C -0.423057 2.058531 2.809181 -0.259 -0.347 0.729 0.13
N -0.326464 2.427928 1.539722 -0.112 -0.270 -0.567 -0.51
C -1.131059 0.709012 3.143887 0.454 0.823 0.072 0.76
O -1.305954 0.470116 4.316713 0.024 -0.066 0.337 -0.61
O -1.475386 0.018907 2.141950 -0.187 -0.389 -0.625 -0.74
H 1.003359 5.469732 1.899377 0.022 0.038 -0.016 0.24
H 0.904883 4.776539 4.302174 0.028 0.057 0.049 0.23
H -0.082976 2.534004 4.858527 -0.048 -0.087 -0.009 0.26
S 0.153779 0.851146 -2.396639 -0.385 0.246 0.217 -0.10
C 1.706848 0.533675 -1.814732 0.479 -0.258 -0.288 0.01
N 2.469970 -0.430660 -2.289611 -0.428 0.178 0.061 -0.54
C 3.743120 -0.693776 -1.655398 0.477 -0.238 -0.039 -0.24
C 3.882027 0.270980 -0.477270 -0.304 0.262 0.317 -0.53
S 2.515165 1.479884 -0.616691 0.277 0.032 -0.124 0.35
H 2.083142 -1.127873 -2.911441 -0.156 0.109 0.085 0.44
H 4.542883 -0.559585 -2.392112 -0.062 0.003 0.153 0.21
H 3.737568 -1.728875 -1.301600 -0.005 0.141 -0.068 0.26
H 4.819385 0.821103 -0.488714 0.009 -0.075 -0.002 0.24
H 3.749344 -0.227375 0.481621 0.076 -0.090 -0.109 0.25
```
Forces are in eV/Å.

Results
Energy above the lowest of the compared OMol25 structures with the same formula, charge and spin   0.000 eV
E   -131981.2490 eV
HOMO   -9.454 eV
Spin multiplicity   1
Orbital gap   8.33 eV
LUMO energy   -1.12 eV

Record 2
Here is a cluster of 2 separate species, C8H8N2O3 in total from the Open Molecules 2025 dataset. Energies are from wB97M-V/def2-TZVPD.

```
21
Properties=species:S:1:pos:R:3:forces:R:3:mulliken_spin:R:1
C -0.636325 -2.492449 0.529641 1.435 2.726 1.605 0.02
C -0.128171 -1.947161 1.681760 -0.584 -0.617 0.887 -0.01
C 0.614942 -0.898287 0.049512 -1.877 1.175 -0.589 0.00
C -0.728184 0.036937 -2.365442 -7.343 -1.868 -1.671 0.83
C 0.385617 0.487311 -1.755394 4.162 4.267 -4.224 0.52
C 1.189168 0.105125 -0.778149 -0.744 -2.610 1.970 0.08
C 0.359212 1.665954 0.886634 2.733 1.213 1.398 -0.03
C -1.015798 1.509426 1.130366 -0.464 0.679 -0.435 0.00
N -0.195227 -1.702340 -0.515361 0.151 -1.895 0.613 0.02
N 1.492969 1.809621 1.100011 0.619 1.246 -0.507 0.03
O 2.693650 1.969814 0.968405 -0.823 0.012 0.754 0.12
O 2.358772 0.250048 -0.566453 5.197 1.343 -0.862 0.35
O 0.640247 -0.827881 1.368844 0.017 -3.015 0.213 0.00
H -1.389126 -3.156067 0.347976 -1.495 -2.070 0.032 0.00
H -0.169398 -2.177969 2.753282 -0.143 0.047 -0.769 0.00
H -0.717852 0.086172 -3.443306 0.174 -0.617 -0.211 0.04
H -1.841873 -0.130579 -2.021526 2.513 0.742 -0.079 0.03
H 1.003621 1.013668 -2.593208 -0.846 0.262 1.870 0.01
H -1.159569 0.559142 1.585657 -0.738 -0.351 0.991 0.00
H -1.304809 1.406877 0.128650 -1.699 -0.226 -1.493 0.00
H -1.451867 2.432640 1.508100 -0.246 -0.441 0.509 0.00
```
Forces are in eV/Å.

Results
Energy above the lowest of the compared OMol25 structures with the same formula, charge and spin   2.766 eV
E   -17537.7119 eV
<S²>   2.021
HOMO (alpha / beta)   -6.900 / -9.222 eV
Spin multiplicity   3
Orbital gap (alpha / beta)   7.55 / 6.49 eV
LUMO energy (alpha / beta)   0.65 / -2.73 eV

Record 3
Here is an isolated molecule of C2H2N2OS3 from the Open Molecules 2025 dataset. Energies are from wB97M-V/def2-TZVPD.

```
10
Properties=species:S:1:pos:R:3:forces:R:3:nbo_charge:R:1
C -0.290387 -0.265492 -0.133122 2.652 2.105 0.085 0.18
C 2.020796 -0.088680 -0.305051 0.586 -0.281 -0.051 0.31
N 0.791287 -0.802554 -0.267787 0.178 -0.267 -0.203 -0.46
N 0.599796 1.860253 -0.079776 -1.849 -2.431 1.452 -0.36
O 1.873214 1.268097 -0.220573 -0.893 -0.299 0.823 -0.35
S 3.495018 -0.800716 -0.427925 -1.209 0.611 0.065 -0.01
S -2.966844 -1.654408 -0.244540 0.431 -2.388 -1.594 -0.09
S -1.864648 -0.024372 0.137589 -0.787 2.457 0.355 0.32
H 0.274099 1.849978 0.985759 1.741 -0.029 -2.085 0.31
H -3.932329 -1.342109 0.555426 -0.849 0.524 1.153 0.14
```
Forces are in eV/Å.

Results
Energy above the lowest of the compared OMol25 structures with the same formula, charge and spin   5.125 eV
E   -39634.1150 eV
HOMO (alpha / beta)   -9.058 / -9.053 eV
Spin multiplicity   1
Orbital gap (alpha / beta)   7.64 / 7.65 eV
LUMO energy (alpha / beta)   -1.42 / -1.41 eV

Record 4
Here is an isolated molecule of C5H4Cl3N3 from the Open Molecules 2025 dataset. Energies are from wB97M-V/def2-TZVPD.

```
15
Properties=species:S:1:pos:R:3:forces:R:3:nbo_charge:R:1
C -1.554273 0.228800 -0.920675 1.882 -0.294 0.553 -0.15
C -1.596107 -1.169536 -0.621062 -2.647 2.841 -1.077 -0.24
C -0.370965 0.929599 -0.615635 -0.868 -2.897 -0.470 -0.23
C -0.586342 -1.743247 0.038293 1.701 -1.106 -0.729 0.02
C 0.695497 0.103625 -0.181157 -1.415 2.150 -0.551 0.22
N 0.584771 -1.105170 0.149639 1.149 -1.215 0.871 -0.43
N 2.326987 0.587555 2.066791 -0.770 0.044 2.462 -0.03
N 1.460441 0.830328 2.779014 2.904 -0.699 0.953 -0.07
Cl 2.278417 0.884221 -0.001404 -0.074 -0.004 -1.684 0.37
Cl -0.285412 1.124228 2.503036 -2.069 0.503 -0.480 -0.01
Cl 2.743100 1.049919 -2.343135 -0.051 0.120 -0.653 -0.38
H -2.421586 0.657269 -1.418793 0.320 0.270 0.303 0.23
H -2.570881 -1.535428 -0.930623 0.422 -1.092 0.433 0.23
H -0.241371 1.950105 -0.718279 0.177 1.826 -0.429 0.24
H -0.462276 -2.792268 0.213990 -0.662 -0.446 0.499 0.21
```
Forces are in eV/Å.

Results
Energy above the lowest of the compared OMol25 structures with the same formula, charge and spin   0.000 eV
E   -47281.8926 eV
HOMO (alpha / beta)   -8.945 / -8.876 eV
Spin multiplicity   1
Orbital gap (alpha / beta)   7.02 / 7.15 eV
LUMO energy (alpha / beta)   -1.93 / -1.73 eV

no.,strongest force on any atom (eV/A)
1,1.09
2,7.76
3,3.39
4,4.03